The following is a quantum chemistry calculation of a molecular structure, C18H23N8PPtS3Te, from the Open Molecules 2025 dataset.

For the HOMO-LUMO gap (spin up / spin down), the calculation gives 0.123 / 0.174 Eh. The expectation value of S² is 2.017. As for the highest occupied orbital energy (spin up / spin down): 0.461 / -0.910 eV. For the lowest unoccupied orbital energy (spin up / spin down), the calculation gives 3.8181 / 3.8171 eV.

```
! RIJCOSX wB97M-V def2-TZVPD def2/J DEFGRID3
* xyz -2 3
Pt -0.7397 -2.5256 -0.2663
C -4.8722 0.1595 -0.2025
N -4.0195 0.6383 -1.2880
C -3.6520 2.0181 -1.0225
N -3.0184 2.2291 0.2746
C -3.9200 1.7195 1.3031
N -4.2955 0.3261 1.1308
C -3.1465 -0.5740 1.3232
P -1.7502 -0.3444 0.1033
C -2.8286 -0.2173 -1.4234
C -1.7149 1.5453 0.3390
H -5.0789 -0.8999 -0.3619
H -5.8104 0.7258 -0.2352
H -4.5618 2.6295 -1.0561
H -2.9697 2.3600 -1.8055
H -4.8339 2.3246 1.2765
H -3.4442 1.8414 2.2799
H -3.4860 -1.6076 1.2441
H -2.7486 -0.4222 2.3314
H -3.1437 -1.2295 -1.6788
H -2.2157 0.1651 -2.2458
H -1.0630 1.9756 -0.4256
H -1.2610 1.7601 1.3096
N 1.2481 -1.9948 -0.7195
C 2.3568 -1.6775 -0.7950
C 3.7125 -1.3476 -0.9477
C 4.7184 -2.3240 -0.7684
N 5.5708 -3.0970 -0.6462
C 4.1178 -0.0576 -1.3528
N 4.4910 0.9834 -1.7001
S 1.6020 1.0967 0.7314
C 1.7268 2.7189 0.4607
N 2.0335 3.2122 -0.7727
C 2.5400 4.5601 -0.9736
C 3.0630 5.1184 0.3391
C 1.9623 5.0124 1.3811
N 1.4586 3.6466 1.4300
H 2.3569 2.4836 -1.3914
H 1.7421 5.2096 -1.3535
H 3.3326 4.5370 -1.7213
H 3.3732 6.1573 0.2162
H 3.9233 4.5269 0.6613
H 1.1508 5.7058 1.1315
H 2.3411 5.2889 2.3664
H 1.3473 3.2147 2.3320
S -2.8009 -3.5762 -0.3784
Te -0.7795 -5.0505 0.7596
C 0.9448 -6.3867 0.5464
C 1.9084 -6.4032 -0.4239
C 2.8100 -7.5046 -0.3464
C 2.5213 -8.3470 0.6820
S 1.1485 -7.7791 1.5571
H 1.9804 -5.6215 -1.1688
H 3.6405 -7.6542 -1.0244
H 3.0321 -9.2484 0.9854
*
```

***

The following is a quantum chemistry calculation of a molecular structure, C18H24AuN3O6PS, from the Open Molecules 2025 dataset.

For the HOMO-LUMO gap, the calculation gives 0.233 Eh. As for the highest occupied orbital energy: -4.166 eV. For the lowest unoccupied orbital energy, the calculation gives 2.1763 eV.

```
! RIJCOSX wB97M-V def2-TZVPD def2/J DEFGRID3
* xyz -1 1
Au 0.2461 -1.9360 0.6012
C -0.3088 1.3619 -4.5113
C 0.5234 0.5004 -3.5943
C 0.1740 -0.8344 -3.3714
C 0.9264 -1.6361 -2.5321
C 2.0355 -1.1034 -1.8813
C 2.3964 0.2144 -2.0905
C 1.6411 1.0090 -2.9496
S 3.0814 -2.1443 -0.8545
O 4.2885 -1.3626 -0.6536
O 3.2144 -3.3505 -1.6456
N 2.3086 -2.4242 0.5135
C 3.0692 -2.1038 1.7373
C 2.2448 -1.9430 3.0359
O 2.9128 -1.7941 4.0684
O 0.9740 -1.9326 2.9510
H -0.5684 0.8244 -5.4247
H 0.2250 2.2716 -4.7894
H -1.2467 1.6555 -4.0297
H -0.6981 -1.2458 -3.8697
H 0.6740 -2.6771 -2.3715
H 3.2750 0.5989 -1.5870
H 1.9348 2.0405 -3.1215
H 3.6334 -1.1752 1.6210
H 3.8026 -2.8847 1.9504
C -3.3792 -0.1035 2.0044
P -2.8613 -1.8088 1.6715
C -4.4418 -2.6908 1.5352
C -2.0909 -2.4098 3.1767
O -2.0775 -1.9923 0.4038
H -4.2122 -0.1033 2.7088
H -3.6909 0.3536 1.0648
H -2.5498 0.4686 2.4191
H -4.9754 -2.6850 2.4871
H -4.2381 -3.7182 1.2331
H -5.0523 -2.2116 0.7692
H -2.5270 -1.9149 4.0461
H -1.0070 -2.2283 3.1478
H -2.2529 -3.4862 3.2457
N 0.5350 5.2464 -0.9848
C 0.7092 4.6866 0.2485
O 1.1031 5.3396 1.1935
C 0.3783 3.2292 0.3651
C -0.3732 2.5332 -0.5726
C -0.6298 1.1899 -0.3595
N -0.1852 0.5268 0.7025
C 0.5594 1.1851 1.5954
C 0.8479 2.5344 1.4720
H 0.8512 6.1927 -1.0980
H 0.4409 4.6767 -1.8052
H -0.7842 3.0123 -1.4526
H -1.2148 0.6058 -1.0643
H 0.9237 0.5893 2.4292
H 1.4353 3.0535 2.2169
*
```

***

The following is a quantum chemistry calculation of a molecular structure, C18H24BBiN12Se4, from the Open Molecules 2025 dataset.

For the HOMO-LUMO gap (spin up / spin down), the calculation gives 0.251 / 0.185 Eh. The expectation value of S² is 0.762. As for the highest occupied orbital energy (spin up / spin down): -11.423 / -11.407 eV. For the lowest unoccupied orbital energy (spin up / spin down), the calculation gives -4.5939 / -6.3727 eV.

```
! RIJCOSX wB97M-V def2-TZVPD def2/J DEFGRID3
* xyz 1 2
Bi 0.3368 0.0956 1.3716
C 0.1618 -1.5923 -2.7100
C 0.9138 -1.4901 -1.5476
N 0.0842 -1.7424 -0.4555
N -1.1400 -2.1564 -0.9608
C -1.1611 -1.9618 -2.2807
B -2.4248 -2.1344 -0.0419
N -2.9086 -0.6181 0.0719
C -4.0822 -0.2867 0.6907
C -4.0053 1.0852 1.0517
C -2.7741 1.5224 0.5857
N -2.0507 0.4676 0.0539
N -1.9074 -2.4727 1.3802
C -2.0224 -3.6226 2.0898
C -1.3004 -3.4822 3.3044
C -0.8680 -2.1453 3.2919
N -1.2135 -1.5422 2.1338
N -3.4999 -3.1202 -0.5402
C -3.2946 -4.2687 -1.2504
C -4.3546 -5.1762 -1.0216
C -5.2266 -4.4549 -0.1472
N -4.7265 -3.2239 0.1780
H 0.4370 -1.2881 -3.7112
H 1.9856 -1.4199 -1.4104
H -2.0012 -2.0667 -2.8866
H -4.8457 -1.0103 0.8794
H -4.6556 1.6316 1.7125
H -2.3044 2.5202 0.5854
H -2.5853 -4.5076 1.7502
H -1.1108 -4.1630 4.1487
H -0.3837 -1.4631 3.9883
H -2.4382 -4.4014 -1.8876
H -4.4371 -6.2138 -1.3240
H -6.2007 -4.6947 0.2819
Se 2.9530 -1.4353 2.2267
Se 3.5453 0.1956 3.7599
Se 1.5619 0.6296 5.0498
Se -0.0610 1.6937 3.7258
C 2.4891 3.1199 0.5874
N 3.5170 4.0805 0.1391
C 2.9547 4.8102 -1.0350
N 2.4393 3.9026 -2.1313
C 1.4888 2.8608 -1.5822
N 2.0563 2.1301 -0.4271
C 3.2800 1.4012 -0.9541
N 4.2981 2.3705 -1.4596
C 4.6609 3.3295 -0.3927
C 3.6504 3.1390 -2.5404
H 1.6332 3.7127 0.8852
H 2.8479 2.5859 1.4842
H 3.6999 5.4629 -1.5076
H 2.1085 5.3867 -0.7082
H 1.2192 2.1111 -2.3561
H 0.6077 3.3935 -1.3144
H 2.9621 0.7772 -1.8322
H 3.7277 0.7831 -0.1881
H 5.4620 3.9941 -0.7878
H 5.1457 2.7157 0.3628
H 3.3975 2.4269 -3.3684
H 4.3590 3.8194 -3.0101
*
```

***

Number 1: maximum force 0.6 eV Å⁻¹. Number 2: maximum force 0.7 eV Å⁻¹. Number 3: maximum force 3.6 eV Å⁻¹.